Entry 1:
2 unconnected molecules or ions with the total composition C4H11N3O2 in a non-equilibrium geometry. Source: the OMol25 dataset; level of theory: ωB97M-V/def2-TZVPD.

Properties
- E_tot: -473.7371 hartree
- SMILES string: [H]/N=C(/N)NC.CC(=O)O
- Total charge: 0

Geometry as XYZ:
```
20
Properties=species:S:1:pos:R:3:forces:R:3
C -2.8456 -0.0603 0.5435 -0.4 -0.5 -1.8
C -2.4646 0.4401 1.8809 -1.1 1.9 -0.3
O -3.1374 1.6493 2.0494 0.9 -0.7 0.4
O -1.8096 -0.0603 2.7428 0.4 -0.2 0.0
H -3.9076 -0.3125 0.5993 0.1 -0.4 0.2
H -2.2495 -0.8903 0.1740 -0.4 -0.3 0.5
H -2.8458 0.6365 -0.3216 0.4 0.2 1.1
C 3.4041 -0.4539 -1.3674 -1.3 -0.8 1.0
C 1.0294 -0.0984 -0.9070 0.0 0.5 0.4
N 0.4609 -0.2236 -2.0206 -1.1 -0.9 -0.3
N 2.3537 0.2043 -0.5642 1.2 -0.8 -2.1
N 0.2351 -0.1759 0.2183 0.2 0.3 2.5
H 0.7506 -0.2502 -2.9793 1.1 0.3 0.3
H -2.8725 2.0069 2.9132 -0.1 -0.1 -0.1
H 2.7001 0.7109 0.2159 -0.7 0.2 0.7
H 0.7708 -0.1926 1.0754 0.3 0.4 -0.1
H -0.4543 -0.8761 0.4341 -0.2 -0.1 -1.4
H 3.1885 -1.5308 -1.3266 0.4 0.0 0.1
H 4.3985 -0.2844 -0.9561 -0.2 0.3 -0.2
H 3.2952 -0.2388 -2.4041 0.4 0.7 -0.9
```
Forces are in eV/Å.

These are the Löwdin partial charges, in e, on atoms 1 to 2: -0.0184 -0.5618

Entry 2:
2 unconnected molecules or ions with the total composition C4H11N4 in a non-equilibrium geometry. Source: the OMol25 dataset; level of theory: ωB97M-V/def2-TZVPD.

Properties
- E_tot: -377.6627 hartree
- Total charge: +1

Geometry as XYZ:
```
19
Properties=species:S:1:pos:R:3:forces:R:3
C -1.1786 -0.7711 -1.1260 1.7 0.3 1.2
C 0.3274 1.8593 0.3855 -1.1 1.4 -0.4
C -0.0495 -0.0328 2.1508 -0.4 1.9 -3.0
C -0.5707 0.6957 0.7276 1.4 -0.3 2.5
N 2.2179 -0.6241 -1.0850 -0.4 -1.1 1.8
N 1.4792 -1.0679 -0.3224 0.4 0.3 -1.1
N -0.3156 -0.2908 -0.2817 -1.0 -0.6 -1.3
N -0.8596 -1.8213 -1.8902 -1.3 -0.3 -0.8
H -2.1791 -0.3576 -1.2906 0.1 -0.2 0.7
H 1.2958 1.6468 0.7102 1.7 0.0 1.1
H 0.4322 1.8360 -0.6770 -0.2 0.5 -1.0
H 0.0142 2.8996 0.6530 0.2 -1.1 0.2
H -0.7531 -0.7600 2.3893 -1.1 -1.4 0.6
H 0.1064 0.6216 2.9861 -0.1 0.6 0.1
H 0.8848 -0.4829 1.8594 0.3 -0.2 0.3
H -1.6161 0.9854 0.7587 -0.2 -0.2 0.0
H 2.3628 0.1369 -1.7295 -0.5 0.6 -0.5
H -1.6907 -2.3805 -2.1078 1.2 0.0 -0.6
H 0.0923 -2.0923 -2.1104 -0.7 -0.4 0.3
```
Forces are in eV/Å.

These are the Löwdin partial charges, in e, on atoms 1 to 2: -0.1753 -0.0687